Entry 1:
C7H9ClNOS | ωB97M-V/def2-TZVPD

ORCA input file:
```
! wB97M-V def2-TZVPD RIJCOSX def2/J DEFGRID3
* xyz -1 1
C -0.269 1.113 -0.148
C -0.483 0.677 -1.404
C 0.444 -1.063 0.486
C 0.128 0.225 0.821
C -0.377 -0.798 -1.852
C 0.514 -1.597 -0.943
C 0.433 0.678 2.257
N 1.934 3.922 0.969
O 2.946 4.179 0.412
S 2.062 1.346 2.476
Cl 1.684 4.914 2.474
H -0.554 2.067 0.209
H -1.024 1.159 -2.103
H 0.899 -1.764 1.110
H -1.520 -1.112 -1.851
H 0.045 -0.595 -2.783
H 1.554 -1.693 -1.300
H 0.187 -2.661 -0.975
H 0.282 -0.227 2.916
H -0.341 1.340 2.517
*
```

E_tot   -1260.38223 Eh
HOMO level (alpha / beta)   -2.9 / -2.9 eV
Max |F|   5.735 eV/A
Orbital gap (alpha / beta)   6.13 / 6.12 eV

***

Entry 2:
C7H9F2N2 | ωB97M-V/def2-TZVPD

ORCA input file:
```
! wB97M-V def2-TZVPD RIJCOSX def2/J DEFGRID3
* xyz 1 1
C -2.809 -0.629 -0.768
C -1.843 -1.408 -0.216
C -2.879 0.678 -0.363
C -0.811 0.472 0.869
C -0.920 -0.907 0.632
C -1.837 1.216 0.486
C 2.477 0.782 0.367
N 2.741 1.156 -0.833
N 2.638 -0.684 0.510
F 0.163 -1.619 0.911
F -2.001 2.465 0.864
H -3.475 -1.132 -1.507
H -1.702 -2.365 -0.656
H -3.511 1.385 -0.813
H -0.005 0.799 1.519
H 2.862 2.129 -1.231
H 3.039 0.486 -1.537
H 1.691 -0.980 0.823
H 3.228 -0.755 1.351
H 2.954 -1.088 -0.407
*
```

Relative energy (zero: lowest compared OMol25 entry of this formula, charge and spin)   0.0 kcal per mole
E_tot   -581.02632 Eh
HOMO level   -12.4 eV
Max |F|   4.247 eV/A
Orbital gap   8.76 eV

***

Entry 3:
C7H9F2NO8 | ωB97M-V/def2-TZVPD

ORCA input file:
```
! wB97M-V def2-TZVPD RIJCOSX def2/J DEFGRID3
* xyz -1 2
C 1.165 0.228 -1.807
N 1.311 -0.902 -0.758
O 0.285 -1.203 -0.156
O 2.411 -1.336 -0.532
H 1.734 1.094 -1.468
H 0.118 0.526 -1.752
H 1.533 0.011 -2.809
C -2.614 3.529 -1.707
C -1.263 3.154 -2.260
O -1.603 1.999 -3.007
C -2.634 1.409 -2.483
O -3.109 0.328 -2.795
O -3.250 2.247 -1.597
F -0.526 2.758 -1.229
H -3.087 4.243 -2.381
H -2.541 4.015 -0.734
H -0.876 4.076 -2.696
C 2.175 -2.646 2.637
C 1.000 -3.524 2.895
O 0.029 -2.648 3.467
C 0.530 -1.424 3.547
O -0.053 -0.392 3.911
O 1.749 -1.435 3.084
F 1.415 -4.480 3.785
H 2.492 -2.562 1.598
H 3.028 -3.009 3.210
H 0.584 -4.056 2.039
*
```

Relative energy (zero: lowest compared OMol25 entry of this formula, charge and spin)   0.0 kcal per mole
E_tot   -1128.44310 Eh
HOMO level (alpha / beta)   -0.2 / -4.2 eV
<S²>   0.753
Max |F|   7.116 eV/A
Orbital gap (alpha / beta)   2.69 / 6.72 eV

***

Entry 4:
C7H9F3N3 | ωB97M-V/def2-TZVPD

ORCA input file:
```
! wB97M-V def2-TZVPD RIJCOSX def2/J DEFGRID3
* xyz 1 1
C -1.115 1.290 -0.212
C -1.879 0.153 -0.162
C 0.243 -0.479 -0.621
C 1.457 -1.410 -0.613
C 1.296 1.607 -0.198
C 2.175 -0.261 1.569
C -3.309 0.008 -0.070
N 0.204 0.911 -0.401
N -1.049 -0.938 -0.321
N 2.411 -0.915 0.443
F 2.126 -1.322 -1.746
F 1.184 2.912 -0.191
F 1.077 -0.457 2.279
H -1.597 2.268 -0.199
H 1.004 -2.373 -0.195
H 2.239 1.251 -0.707
H 2.962 0.254 2.034
H -3.815 0.534 -0.849
H -3.651 -1.052 -0.018
H -3.708 0.470 0.886
H -1.455 -1.859 -0.627
H 3.199 -0.592 -0.079
*
```

Relative energy (zero: lowest compared OMol25 entry of this formula, charge and spin)   62.4 kcal per mole
E_tot   -735.61482 Eh
HOMO level   -11.0 eV
Max |F|   5.126 eV/A
Orbital gap   6.78 eV

***

Entry 5:
C7H9FOS | ωB97M-V/def2-TZVPD

ORCA input file:
```
! wB97M-V def2-TZVPD RIJCOSX def2/J DEFGRID3
* xyz 0 1
C 0.510 0.491 1.363
C -1.710 -0.502 1.703
C -0.713 0.365 2.045
C 0.706 -0.525 -0.187
C 1.534 1.845 -2.041
C -1.511 -1.401 0.518
C -0.686 -0.892 -0.665
O 2.105 -0.581 -2.382
F -0.881 1.299 3.018
S 1.701 0.314 -1.328
H 1.205 1.295 1.609
H -2.547 -0.556 2.457
H 1.428 1.704 -3.063
H 1.635 2.625 -1.360
H -1.180 -2.323 0.951
H -2.495 -1.873 0.260
H -1.400 -0.164 -1.152
H -0.630 -1.649 -1.332
H 2.930 0.528 -0.414
*
```

Relative energy (zero: lowest compared OMol25 entry of this formula, charge and spin)   145.0 kcal per mole
E_tot   -845.08936 Eh
SMILES   C=[S@H](=O)C1=CC(F)=CCC1
HOMO level (alpha / beta)   -7.6 / -8.6 eV
Max |F|   6.023 eV/A
Orbital gap (alpha / beta)   5.69 / 7.65 eV

***

Entry 6:
C7H9IS | ωB97M-V/def2-TZVPD

ORCA input file:
```
! wB97M-V def2-TZVPD RIJCOSX def2/J DEFGRID3
* xyz 0 1
C -0.379 0.412 0.712
C -2.136 -0.095 -0.538
C 2.683 2.731 0.131
C 1.748 1.986 -0.399
C 0.260 -0.926 0.473
C -1.765 -1.458 -0.722
C -0.903 -1.932 0.440
S 0.032 1.932 0.245
I -4.061 0.221 0.282
H 3.611 2.736 -0.369
H 2.583 3.413 0.917
H 2.023 1.365 -1.186
H 0.860 -0.937 -0.467
H 1.010 -1.213 1.321
H -2.451 -2.154 -0.851
H -1.169 -1.471 -1.632
H -0.422 -2.894 0.339
H -1.524 -1.716 1.304
*
```

Relative energy (zero: lowest compared OMol25 entry of this formula, charge and spin)   146.2 kcal per mole
E_tot   -967.74536 Eh
HOMO level (alpha / beta)   -7.8 / -7.3 eV
Max |F|   4.903 eV/A
Orbital gap (alpha / beta)   7.05 / 6.63 eV

***

Entry 7:
C7H9N | ωB97M-V/def2-TZVPD

ORCA input file:
```
! wB97M-V def2-TZVPD RIJCOSX def2/J DEFGRID3
* xyz 0 1
C -0.498 -2.548 -0.465
C -1.052 -1.324 -0.076
C -0.309 -0.018 0.051
C -0.048 0.715 1.393
C 0.079 1.851 0.132
C 1.486 1.326 -0.577
C 1.217 0.007 -0.480
H -1.141 -3.455 -0.548
H 0.705 -2.661 -0.461
H -2.130 -1.212 0.120
H -0.905 0.997 1.976
H 0.724 0.519 2.057
H -0.297 2.823 0.378
H -0.894 1.227 -1.498
H 2.423 1.760 -0.686
H 1.566 -1.122 -0.698
N -0.927 1.117 -0.617
*
```

Relative energy (zero: lowest compared OMol25 entry of this formula, charge and spin)   133.4 kcal per mole
E_tot   -326.67833 Eh
HOMO level   -8.9 eV
Max |F|   10.017 eV/A
Orbital gap   10.03 eV

***

Entry 8:
C7H9N | ωB97M-V/def2-TZVPD

ORCA input file:
```
! wB97M-V def2-TZVPD RIJCOSX def2/J DEFGRID3
* xyz 0 1
C 0.991 1.115 -0.067
C -0.639 1.201 -0.069
C -1.091 0.452 1.224
C -1.420 -0.786 0.833
C -1.522 -1.111 -0.623
C -1.174 0.133 -1.241
C 2.471 -0.913 0.201
H 1.359 1.755 -0.938
H 1.261 1.405 0.937
H -0.651 2.509 -0.017
H -0.744 0.779 2.130
H -1.305 -1.571 1.731
H -1.937 -2.293 -1.092
H -0.999 0.399 -2.280
H 3.177 -1.842 -0.350
H 2.468 -1.027 1.575
N 1.668 -0.094 -0.463
*
```

Relative energy (zero: lowest compared OMol25 entry of this formula, charge and spin)   166.6 kcal per mole
E_tot   -326.62540 Eh
HOMO level   -8.6 eV
Max |F|   5.327 eV/A
Orbital gap   9.22 eV

***

Entry 9:
C7H9N | ωB97M-V/def2-TZVPD

ORCA input file:
```
! wB97M-V def2-TZVPD RIJCOSX def2/J DEFGRID3
* xyz 0 1
C -1.030 -2.256 0.592
C -2.288 -2.487 0.747
C 0.553 2.340 0.496
C 1.622 2.417 -0.374
C 1.806 1.306 -1.224
C 0.881 0.256 -1.100
C -0.152 0.358 -0.237
H -0.492 -1.867 1.469
H -0.417 -2.853 -0.064
H -2.766 -1.843 1.440
H -2.989 -3.132 0.084
H 0.322 3.123 1.257
H 2.267 3.341 -0.358
H 2.687 1.176 -1.711
H 0.919 -0.615 -1.678
H -0.593 -0.630 -0.070
N -0.330 1.367 0.732
*
```

Relative energy (zero: lowest compared OMol25 entry of this formula, charge and spin)   68.6 kcal per mole
E_tot   -326.78158 Eh
SMILES   c1ccncc1.C=C
HOMO level   -9.7 eV
Max |F|   4.401 eV/A
Orbital gap   10.46 eV

***

Entry 10:
C7H9N2 | ωB97M-V/def2-TZVPD

ORCA input file:
```
! wB97M-V def2-TZVPD RIJCOSX def2/J DEFGRID3
* xyz 1 1
C 0.514 -1.198 0.101
C 1.028 1.612 -0.205
C -0.488 -0.333 -0.038
C -1.870 0.097 -0.008
C 2.052 -0.778 0.113
C 2.235 0.758 -0.040
C -3.090 -0.592 -0.052
N -1.612 1.356 0.015
N -0.144 1.074 -0.131
H 0.356 -2.231 0.094
H 1.094 2.663 -0.165
H 2.475 -1.145 0.973
H 2.360 -1.294 -0.665
H 3.109 1.065 -0.628
H 2.491 1.222 1.001
H -3.226 -1.426 0.683
H -3.290 -1.004 -1.063
H -3.996 0.153 0.015
*
```

Relative energy (zero: lowest compared OMol25 entry of this formula, charge and spin)   89.7 kcal per mole
E_tot   -381.26069 Eh
SMILES   CC1=N[N+]2=CCCC=C12
HOMO level   -14.6 eV
Max |F|   6.420 eV/A
Orbital gap   10.29 eV

***

Entry 11:
C7H9N2O | ωB97M-V/def2-TZVPD

ORCA input file:
```
! wB97M-V def2-TZVPD RIJCOSX def2/J DEFGRID3
* xyz 1 1
C -1.638 1.829 1.226
C -0.678 1.049 0.928
C 1.458 1.843 -1.794
C 0.958 0.760 -1.134
C -0.794 -1.192 -0.109
C 0.763 0.763 0.292
C -0.099 -0.408 0.934
N -1.740 -0.657 -0.832
N 0.358 -1.174 2.040
O -0.521 -2.460 -0.085
H 1.501 1.734 -2.829
H 1.590 2.844 -1.466
H 0.696 -0.175 -1.712
H 1.680 1.178 0.983
H -2.006 0.310 -0.508
H -2.332 -1.247 -1.589
H -0.392 -1.634 2.487
H 0.890 -0.671 2.725
H 0.306 -2.690 0.441
*
```

Relative energy (zero: lowest compared OMol25 entry of this formula, charge and spin)   153.1 kcal per mole
E_tot   -456.41075 Eh
HOMO level   -13.8 eV
Max |F|   4.252 eV/A
Orbital gap   8.66 eV

***

Entry 12:
C7H9N2OP | ωB97M-V/def2-TZVPD

ORCA input file:
```
! wB97M-V def2-TZVPD RIJCOSX def2/J DEFGRID3
* xyz 0 1
C -2.327 0.529 2.111
C -1.156 0.613 1.381
C -1.726 -1.495 1.624
C 1.960 1.178 -0.908
C 1.987 0.364 0.121
C 0.830 0.934 -1.846
C 0.309 -0.528 -1.695
N -2.601 -0.804 2.246
N -0.773 -0.685 1.043
O 1.594 -2.377 -0.027
P 0.907 -1.094 -0.141
H -2.984 1.374 2.471
H -0.852 1.627 1.078
H -1.618 -2.565 1.648
H 2.720 1.832 -1.004
H 2.787 0.181 0.866
H 0.046 1.568 -1.586
H 1.082 1.118 -2.911
H -0.809 -0.566 -1.849
H 0.624 -1.203 -2.621
*
```

Relative energy (zero: lowest compared OMol25 entry of this formula, charge and spin)   18.0 kcal per mole
E_tot   -798.19860 Eh
SMILES   O=[P@@]1(n2ccnc2)C=CCC1
HOMO level   -8.6 eV
Max |F|   3.955 eV/A
Orbital gap   9.14 eV

***

> Among the records above, which one has the highest E_tot?

number 8

***

> What is the formula in the fourth record?

C7H9F3N3